Molecular formula: C45H72NO21
Method: DFT, ωB97M-V/def2-TZVPD

Geometry as XYZ:
```
139
Properties=species:S:1:pos:R:3:lowdin_charge:R:1
H -1.95 -2.70 -6.00 0.122
C 0.46 -8.93 -0.08 -0.159
C 0.51 -6.81 -1.11 -0.084
C -0.71 7.03 0.16 -0.468
H 2.42 6.53 -0.01 0.124
C -0.29 1.93 -5.16 -0.114
C -2.52 -4.77 -5.65 -0.152
H 4.54 4.16 -5.64 0.103
H 4.61 9.53 1.14 0.131
O 1.33 -1.46 -0.82 0.100
H 1.31 0.40 -8.15 0.144
H 1.62 -8.50 -1.83 0.121
C -1.16 4.72 6.31 -0.079
H 1.94 -4.25 -0.70 0.120
H 0.75 -6.33 -2.06 0.097
C -0.29 -7.07 3.45 -0.461
C 2.79 -3.37 -3.27 -0.155
H 0.67 2.70 -1.42 0.147
O -4.90 6.24 1.60 0.106
H 3.12 0.44 -8.28 0.140
H 2.51 -1.30 -6.61 0.134
C -1.44 -9.04 3.34 -0.151
H 1.25 -4.16 8.16 0.137
H 2.06 -4.12 -3.62 0.086
O -0.58 -6.29 7.64 0.107
O 3.05 6.24 2.61 0.100
O -0.90 2.94 -4.33 -0.133
C 2.68 -3.47 -0.92 -0.059
H 0.68 -9.99 -0.25 0.130
C 2.49 -0.21 -6.26 -0.142
H -2.42 -5.70 -6.21 0.127
H 3.20 4.86 -6.69 0.097
H -5.60 2.99 3.58 0.121
H -0.69 7.07 2.31 0.126
O 2.07 -2.21 -2.81 -0.021
O 2.25 2.11 -7.34 -0.065
O 4.70 7.62 1.93 0.036
H -2.37 -4.23 -3.54 0.144
H 3.25 -3.21 -0.03 0.135
H -5.52 5.29 4.07 0.129
H -0.79 4.77 1.84 0.114
H 0.49 -8.72 0.99 0.103
C 4.89 8.52 0.82 -0.158
C 2.85 7.40 0.50 -0.092
C -1.40 3.77 5.17 -0.487
H -1.33 -2.58 8.44 0.122
H -2.04 5.35 6.49 0.129
O 0.41 -4.86 -3.72 0.083
H 1.25 5.05 4.08 0.107
O -1.86 -6.85 -1.54 0.103
C 1.96 -2.26 -1.46 -0.470
H -2.06 -5.96 -3.90 0.120
O -0.97 5.99 -0.67 0.009
C -1.94 -4.94 -4.26 -0.068
H -1.58 -2.48 6.08 0.128
O 0.35 -6.11 3.10 0.108
C -5.53 5.26 1.91 -0.479
H 1.50 0.64 -2.55 0.166
H -3.58 -4.48 -5.65 0.124
C 3.48 2.58 -6.85 -0.430
C -0.74 -3.07 6.44 -0.155
H -0.36 6.38 5.20 0.117
H 2.00 2.95 -2.64 0.145
C 1.38 -8.03 -0.87 -0.151
H -1.54 -3.80 -7.33 0.129
O 4.57 2.01 -6.96 0.066
H -0.27 -6.97 5.60 0.100
H -0.15 0.83 -2.94 0.200
O -2.39 3.10 5.01 0.101
H 2.32 -7.81 -0.36 0.119
H 1.42 3.92 5.44 0.131
H -0.04 -4.29 9.40 0.131
C 3.58 -3.85 -2.08 -0.140
C -0.49 -4.61 -4.48 -0.431
C 3.51 6.99 1.79 -0.471
C 0.18 -4.10 8.35 -0.076
H 2.81 3.92 -5.11 0.055
C 0.91 2.63 -2.53 -0.079
H -0.59 4.26 -2.75 0.132
C -1.25 -8.73 4.80 -0.148
C 0.01 5.54 5.80 -0.157
H -2.11 -9.00 5.41 0.124
C -0.53 -5.10 7.46 -0.471
H 0.12 -2.90 5.78 0.131
H 4.52 -3.30 -2.01 0.121
H 2.07 8.14 0.72 0.121
C 0.04 3.61 -3.46 -0.145
C -1.36 6.81 1.50 -0.061
C 0.72 4.55 4.90 -0.153
C -6.47 3.54 3.21 -0.158
H -2.28 7.40 1.55 0.136
H -1.56 4.04 -0.28 0.114
H -2.87 5.24 -0.34 0.129
H 1.96 2.01 -4.67 0.133
C -1.66 5.32 1.47 -0.155
H 0.36 -0.61 -5.61 0.130
H -0.90 4.16 7.21 0.136
C -1.84 5.06 -0.01 -0.159
O -0.86 -8.63 -0.56 0.039
H 0.59 -6.09 -0.28 0.127
H 0.68 4.35 -4.07 0.138
C 1.31 -0.13 -5.18 -0.115
C 4.00 7.99 -0.28 -0.158
H 0.65 5.94 6.58 0.122
O -1.07 -4.46 6.39 0.021
C -6.65 3.28 1.73 -0.160
H -0.38 -9.28 5.19 0.125
H 3.43 -3.10 -4.11 0.130
H -2.46 -8.85 3.00 0.133
H 5.94 8.52 0.53 0.128
H 3.81 -4.92 -2.12 0.124
H 1.61 -0.81 -4.31 0.099
O -5.78 4.22 1.08 0.025
H -7.68 3.46 1.40 0.130
C 3.48 3.98 -6.04 0.019
C -1.62 -3.71 -6.24 -0.162
H -1.17 -10.06 3.09 0.130
O -0.32 3.72 4.36 0.012
H 3.53 -0.03 -5.81 0.128
H -1.03 1.05 -5.19 0.142
O -0.07 8.00 -0.16 0.105
C -6.19 5.03 3.25 -0.075
H 3.70 8.76 -0.99 0.123
O -0.56 -8.13 2.65 -0.018
H -6.37 2.27 1.45 0.127
H 4.52 7.20 -0.83 0.118
C -0.41 -2.79 7.88 -0.163
C 2.25 0.67 -7.56 -0.165
H -0.09 2.24 -6.23 0.142
C -0.95 -7.25 4.79 -0.085
H 0.26 -1.94 8.02 0.119
H -1.86 -6.65 4.83 0.140
N 0.81 1.23 -3.05 0.082
C -0.87 -7.40 -1.12 -0.463
H -7.34 3.24 3.80 0.122
H -7.11 5.62 3.30 0.137
C 1.07 1.31 -4.55 -0.205
H -2.52 5.03 2.07 0.111
O -0.34 -3.93 -5.65 0.027
```

Summary:
orbital gap: 9.2 eV
E: -3392.52384 Ha
LUMO level: -0.0805 hartree
M: 963.06 g/mol
charge: +1
HOMO energy: -11.37 eV